Here is a cluster of 5 separate species, C26H21FN4O11S in total from the Open Molecules 2025 dataset. Energies are from ωB97M-V/def2-TZVPD.

Atoms and positions in Å:
C: -2.67 -2.25 2.62
C: -1.67 -2.25 1.98
O: -0.53 -2.11 1.30
S: -0.04 -0.49 1.39
O: 0.14 -0.18 2.77
O: -1.45 0.34 0.85
F: -1.46 1.61 1.45
H: -3.58 -1.98 3.11
C: -1.23 2.39 -4.92
C: -0.26 1.41 -5.13
C: 0.53 0.99 -4.08
C: 0.35 1.55 -2.83
C: -0.60 2.53 -2.60
C: -1.39 2.95 -3.66
N: 1.17 1.08 -1.71
O: 2.01 0.23 -1.93
O: 0.96 1.57 -0.61
H: -1.85 2.72 -5.74
H: -0.14 0.98 -6.11
H: 1.28 0.23 -4.24
H: -0.73 2.96 -1.62
H: -2.14 3.72 -3.50
C: -4.96 0.85 0.55
C: -4.08 1.42 -0.36
C: -4.56 2.09 -1.47
C: -5.93 2.17 -1.66
C: -6.82 1.60 -0.78
C: -6.33 0.94 0.34
N: -6.44 2.90 -2.84
O: -5.63 3.37 -3.61
O: -7.64 2.98 -2.97
H: -4.58 0.34 1.42
H: -3.02 1.36 -0.19
H: -3.88 2.53 -2.18
H: -7.89 1.67 -0.94
H: -7.02 0.49 1.04
C: 3.84 2.05 0.08
C: 4.73 2.60 -0.84
C: 5.52 3.68 -0.48
C: 5.40 4.20 0.79
C: 4.52 3.68 1.72
C: 3.73 2.60 1.35
N: 6.26 5.33 1.18
O: 7.01 5.78 0.35
O: 6.16 5.75 2.32
H: 3.23 1.21 -0.20
H: 4.81 2.18 -1.83
H: 6.21 4.10 -1.19
H: 4.44 4.10 2.71
H: 3.03 2.17 2.06
C: 2.81 -8.09 2.84
C: 1.47 -8.22 3.21
C: 0.63 -7.12 3.17
C: 1.14 -5.90 2.75
C: 2.47 -5.75 2.39
C: 3.30 -6.86 2.43
N: 0.25 -4.73 2.69
O: -0.90 -4.89 3.03
O: 0.72 -3.69 2.28
H: 3.46 -8.95 2.87
H: 1.09 -9.18 3.53
H: -0.40 -7.21 3.46
H: 2.85 -4.80 2.07
H: 4.34 -6.76 2.15

Frontier orbital gap = 8.94 eV
E_HOMO = -9.924 eV
Max |F| = 3.20 eV/A
E_LUMO = -0.98 eV